Molecular formula: C25H38CoN4O2Sb2
Method: DFT, ωB97M-V with the def2-TZVPD basis set

Geometry as XYZ:
```
72
C25H38CoN4O2Sb2, DFT ωB97M-V with the def2-TZVPD basis set
Co 0.248 1.069 -0.203
C -4.087 0.830 0.485
Sb -2.072 0.176 0.750
C -2.257 -1.860 0.164
C -2.049 0.036 2.923
C -1.771 -1.360 3.385
C -2.834 -2.255 3.502
C -2.632 -3.573 3.874
C -1.345 -4.018 4.139
C -0.284 -3.132 4.051
C -0.474 -1.800 3.684
C 0.704 -0.877 3.665
Sb 1.441 -0.386 1.684
C 3.423 0.161 2.247
C 1.835 -2.360 0.984
H -4.727 0.056 0.906
H -4.319 0.963 -0.569
H -4.240 1.767 1.016
H -2.992 -2.358 0.791
H -1.296 -2.358 0.274
H -2.572 -1.895 -0.879
H -3.043 0.365 3.224
H -1.324 0.766 3.278
H -3.842 -1.904 3.310
H -3.473 -4.248 3.967
H -1.171 -5.042 4.439
H 0.716 -3.470 4.296
H 1.568 -1.336 4.145
H 0.508 0.074 4.161
H 3.871 -0.694 2.749
H 3.410 1.012 2.926
H 4.002 0.409 1.360
H 2.560 -2.824 1.652
H 2.250 -2.311 -0.021
H 0.922 -2.952 0.980
C 3.496 2.451 -2.437
C 2.769 2.393 -1.130
O 2.221 1.336 -0.746
N 2.754 3.497 -0.385
C 2.074 3.576 0.901
C 0.638 3.999 0.723
C 0.211 5.256 1.117
C -1.088 5.653 0.840
C -1.911 4.782 0.145
C -1.418 3.538 -0.196
N -0.176 3.129 0.107
H 3.891 1.466 -2.673
H 4.305 3.179 -2.428
H 2.784 2.732 -3.216
H 3.178 4.334 -0.753
H 2.605 4.288 1.529
H 2.127 2.594 1.370
H 0.895 5.923 1.624
H -1.443 6.628 1.145
H -2.921 5.055 -0.129
H -2.034 2.838 -0.745
N -0.083 0.129 -1.928
C 0.140 -0.685 -2.728
N 0.360 -1.601 -3.612
C -0.318 -2.912 -3.557
C -0.920 -3.203 -4.923
O 0.070 -3.119 -5.924
C 0.604 -1.816 -6.022
C 1.308 -1.430 -4.728
H -1.083 -2.893 -2.782
H 0.428 -3.670 -3.313
H -1.736 -2.499 -5.132
H -1.315 -4.217 -4.945
H -0.190 -1.094 -6.247
H 1.319 -1.823 -6.841
H 1.650 -0.398 -4.761
H 2.160 -2.092 -4.559
```

Properties
**2S+1**: 2
**E_LUMO (spin up / spin down)**: -6.3 / -5.4 eV
**Total charge**: +2
**HOMO-LUMO gap (spin up / spin down)**: 6.89 / 7.77 eV

These are the Löwdin partial charges, in e, on atoms 1 to 6:
1. Co 0.14
2. C -0.28
3. Sb 1.41
4. C -0.27
5. C -0.28
6. C -0.31

***

Molecular formula: C25H38I2N9O
Method: DFT, ωB97M-V with the def2-TZVPD basis set

Geometry as XYZ:
```
75
C25H38I2N9O, DFT ωB97M-V with the def2-TZVPD basis set
C 0.993 1.283 4.978
C -0.130 0.318 4.655
I 0.289 -0.901 2.922
C -1.241 0.182 5.342
I -1.499 1.450 7.134
C -2.336 -0.760 5.068
C -3.047 -0.443 3.735
C -4.435 0.268 3.855
C -4.877 0.617 5.280
O -5.888 1.676 5.184
H 0.913 2.200 4.377
H 1.977 0.842 4.785
H 0.987 1.585 6.027
H -1.843 -1.736 4.943
H -2.441 0.155 3.034
H -3.216 -1.406 3.235
H -5.232 -0.307 3.366
H -4.382 1.221 3.307
H -5.392 -0.201 5.787
H -4.080 1.018 5.905
H -5.390 2.398 4.791
C 5.659 -0.488 4.466
C 5.064 0.840 4.290
N 4.598 1.871 4.149
H 6.665 -0.390 4.871
H 5.054 -1.078 5.152
H 5.709 -1.001 3.508
C -1.251 -1.674 -0.820
C -2.398 -1.104 -0.100
N -3.308 -0.662 0.426
H -1.253 -1.326 -1.852
H -0.324 -1.366 -0.339
H -1.310 -2.761 -0.811
C 1.831 -2.450 -3.921
C 1.395 -3.558 -3.065
N 1.060 -4.419 -2.399
H 1.224 -1.568 -3.722
H 2.875 -2.218 -3.718
H 1.724 -2.726 -4.965
C 2.414 5.004 2.755
C 1.795 4.802 1.440
N 1.322 4.644 0.414
H 3.280 5.656 2.654
H 1.699 5.464 3.435
H 2.734 4.048 3.169
C 7.098 -0.432 -0.039
C 6.675 -1.549 0.812
N 6.345 -2.416 1.476
H 6.485 0.443 0.171
H 8.141 -0.193 0.158
H 6.986 -0.704 -1.086
C -5.575 5.923 4.697
C -4.580 4.867 4.490
N -3.813 4.039 4.329
H -6.151 6.070 3.786
H -6.248 5.639 5.504
H -5.075 6.854 4.959
C 0.617 -3.150 -8.593
C 0.062 -3.068 -7.239
N -0.378 -3.004 -6.188
H 1.242 -2.281 -8.792
H 1.219 -4.050 -8.692
H -0.195 -3.181 -9.317
C -3.655 -4.271 -8.607
C -2.854 -3.671 -9.681
N -2.225 -3.205 -10.511
H -4.707 -4.032 -8.756
H -3.529 -5.351 -8.614
H -3.332 -3.879 -7.645
C 1.559 0.613 -6.507
C 2.601 -0.409 -6.659
N 3.408 -1.207 -6.774
H 1.030 0.743 -7.450
H 0.850 0.304 -5.741
H 2.010 1.559 -6.217
```

Properties
**E_LUMO**: 1.5 eV
**Total charge**: -1
**HOMO-LUMO gap**: 3.55 eV

These are the Löwdin partial charges, in e, on atoms 1 to 6:
1. C -0.25
2. C -0.77
3. I 0.78
4. C -0.75
5. I 0.63
6. C -0.33

***

Molecular formula: C25H38N3O2RuS
Method: DFT, ωB97M-V with the def2-TZVPD basis set

Geometry as XYZ:
```
70
C25H38N3O2RuS, DFT ωB97M-V with the def2-TZVPD basis set
Ru 0.597 0.865 -1.508
C 1.140 0.036 5.441
C -0.220 0.309 4.780
C -0.803 1.625 5.318
C -1.175 -0.834 5.117
C -0.007 0.453 3.281
C 0.839 1.443 2.778
C 1.027 1.572 1.419
N 0.426 0.770 0.536
C -0.410 -0.185 0.993
C -0.637 -0.364 2.346
C -1.085 -0.974 -0.066
C -1.990 -1.988 0.184
C -2.608 -2.664 -0.868
C -2.250 -2.277 -2.164
C -1.337 -1.272 -2.360
N -0.760 -0.626 -1.332
C -3.622 -3.773 -0.650
C -4.941 -3.363 -1.326
C -3.085 -5.057 -1.302
C -3.882 -4.035 0.832
H 1.002 -0.094 6.515
H 1.837 0.863 5.298
H 1.599 -0.873 5.049
H -0.991 1.528 6.387
H -1.749 1.870 4.831
H -0.118 2.461 5.179
H -1.289 -0.896 6.199
H -0.797 -1.800 4.775
H -2.171 -0.674 4.697
H 1.359 2.121 3.438
H 1.685 2.325 1.006
H -1.318 -1.132 2.677
H -2.222 -2.257 1.202
H -2.684 -2.759 -3.028
H -1.025 -0.955 -3.345
H -4.828 -3.240 -2.403
H -5.329 -2.431 -0.910
H -5.686 -4.141 -1.161
H -2.970 -4.951 -2.381
H -3.789 -5.870 -1.125
H -2.122 -5.347 -0.879
H -4.290 -3.158 1.339
H -2.980 -4.360 1.355
H -4.616 -4.834 0.929
N 0.123 2.254 -5.380
C 0.223 2.044 -4.078
O 0.553 0.917 -3.633
C -0.035 3.155 -3.100
C -0.474 2.531 -1.774
H 0.314 1.503 -6.026
H -0.164 3.146 -5.747
H -0.764 3.871 -3.488
H 0.905 3.705 -2.986
H -1.509 2.177 -1.847
H -0.409 3.220 -0.932
O 2.569 1.412 -1.456
S 3.414 2.008 -2.633
C 4.292 3.395 -1.849
C 5.782 3.057 -1.889
C 5.877 1.548 -1.695
C 4.882 0.952 -2.682
H 3.901 3.402 -0.831
H 4.017 4.319 -2.353
H 6.312 3.616 -1.120
H 6.207 3.342 -2.853
H 5.602 1.273 -0.675
H 6.879 1.166 -1.886
H 4.538 -0.060 -2.470
H 5.244 0.993 -3.711
```

Properties
**2S+1**: 2
**E_LUMO (spin up / spin down)**: -6.0 / -6.5 eV
**Total charge**: +2
**HOMO-LUMO gap (spin up / spin down)**: 8.48 / 7.80 eV

These are the Löwdin partial charges, in e, on atoms 1 to 6:
1. Ru 1.27
2. C -0.03
3. C -0.56
4. C -0.03
5. C -0.05
6. C -0.12

***

- The lowest total charge belongs to which entry?
  C25H38I2N9O